Model one:
The ion C3H9N2S with charge -1. Source: the OMol25 dataset; level of theory: wB97M-V/def2-TZVPD.

Cartesian coordinates (Å):
N 0.799 0.503 -3.359
C -0.280 0.386 -2.388
N 0.306 0.088 -1.108
C -0.317 0.345 0.206
C 0.163 -0.681 1.228
S -0.480 -0.391 2.891
H 1.530 1.074 -2.954
H 0.455 0.955 -4.199
H -0.831 1.326 -2.258
H -1.006 -0.381 -2.694
H 0.633 -0.871 -1.141
H -1.411 0.303 0.113
H -0.011 1.333 0.545
H 1.237 -0.472 1.267
H 0.189 -1.678 0.779

The calculation puts the highest occupied orbital energy at -2.3 eV. The charge is -1. The value obtained for the HOMO-LUMO gap is 5.89 eV.

Model two:
A cluster of 2 separate species, C3H9N2S in total. Source: the OMol25 dataset; level of theory: wB97M-V/def2-TZVPD.

Cartesian coordinates (Å):
C 0.369 2.342 -0.640
C 1.321 1.711 0.378
S 0.522 0.607 1.558
H -0.450 2.862 -0.131
H -0.121 1.553 -1.220
H 0.815 3.067 -1.331
H 1.810 2.526 0.924
H 2.094 1.161 -0.176
N 0.132 -1.904 -0.416
C -1.101 -1.535 -0.837
N -1.894 -2.259 -1.546
H 0.479 -1.356 0.403
H 0.289 -2.900 -0.416
H -1.393 -0.550 -0.471
H -2.793 -1.797 -1.577

The calculation puts the highest occupied orbital energy at -2.9 eV. The charge is -1. The value obtained for the HOMO-LUMO gap is 6.99 eV.

The winner here is model two, beating the second structure by 20.8 kcal/mol.

Model one:
A structure of composition C8H12. Source: the OMol25 dataset; level of theory: wB97M-V/def2-TZVPD.

Cartesian coordinates (Å):
C -0.585 0.363 1.646
C -0.034 -0.509 0.401
C 1.467 -0.569 0.815
C 1.673 0.608 -0.181
C 0.462 0.172 -0.750
C -0.632 0.717 -1.586
C -1.589 -0.435 -1.259
C -1.215 -1.354 -0.176
H -1.277 -0.266 2.353
H -1.430 1.009 1.448
H 0.155 0.800 2.295
H 1.696 -0.946 1.867
H 2.322 -1.277 0.201
H 1.624 1.851 0.094
H 2.415 0.771 -0.750
H 0.828 -0.811 -1.257
H -0.955 1.648 -1.154
H -0.072 0.899 -2.534
H -2.652 -0.665 -1.714
H -2.201 -2.006 0.239

The calculation puts the highest occupied orbital energy at -9.0 eV. The charge is 0. The value obtained for the HOMO-LUMO gap is 10.05 eV.

Model two:
A structure of composition C8H12. Source: the OMol25 dataset; level of theory: wB97M-V/def2-TZVPD.

Cartesian coordinates (Å):
C 2.170 0.721 0.293
C 1.938 -0.685 -0.244
C 0.433 -0.768 0.122
C -1.085 -1.045 -0.227
C -1.652 -0.270 1.053
C -1.128 1.072 0.229
C -1.561 0.227 -0.949
C 0.449 0.631 0.070
H 2.552 0.607 1.286
H 2.854 1.295 -0.497
H 1.773 -0.871 -1.394
H 2.845 -1.143 0.118
H 0.592 -1.303 1.025
H -1.384 -2.024 -0.473
H -1.047 -0.274 2.096
H -2.769 -0.150 1.277
H -1.331 2.043 0.239
H -1.353 0.519 -1.996
H -2.685 0.495 -1.047
H 0.390 0.924 -0.981

The calculation puts the highest occupied orbital energy at -8.8 eV. The charge is 0. The value obtained for the HOMO-LUMO gap is 9.96 eV.

Model three:
An isolated molecule of C8H12. Source: the OMol25 dataset; level of theory: wB97M-V/def2-TZVPD.

Cartesian coordinates (Å):
C -2.641 0.730 0.033
C -1.737 -0.051 0.695
C -0.173 -0.460 -0.211
C -0.340 -1.916 -0.287
C 0.309 0.554 -1.248
C 0.537 1.682 -0.342
C 1.023 0.330 0.172
C 2.352 0.036 0.798
H -3.582 0.856 0.405
H -2.256 1.084 -0.873
H -1.996 -0.639 1.535
H -1.208 -2.241 -0.740
H -0.347 -2.442 0.684
H 0.492 -2.302 -0.862
H 0.685 0.415 -2.322
H 1.204 2.462 -0.577
H -0.304 2.090 0.196
H 3.236 -0.317 0.102
H 2.093 -0.765 1.526
H 2.652 0.894 1.316

The calculation puts the highest occupied orbital energy at -8.0 eV. The charge is 0. The value obtained for the HOMO-LUMO gap is 9.06 eV.

The winner here is model three, beating the second structure by 58.3 kcal/mol.